[1]
Entry from the Open Molecules 2025 dataset: a structure of composition C37H38N8O6RbS (the ωB97M-V functional and the def2-TZVPD basis).

XYZ file:
```
91
Properties=species:S:1:pos:R:3
Rb -0.28 -0.45 -0.07
O 1.20 -3.66 -7.10
C 0.19 -2.97 -6.87
O -0.83 -2.74 -7.54
C 0.22 -2.25 -5.49
C 1.28 -2.41 -4.61
C 1.28 -1.75 -3.39
N 0.27 -0.95 -3.02
C -0.75 -0.80 -3.85
C -0.82 -1.42 -5.09
C -1.84 0.11 -3.41
C -3.16 -0.11 -3.82
C -4.14 0.78 -3.42
C -3.79 1.85 -2.62
C -2.46 1.98 -2.25
N -1.51 1.14 -2.62
C 2.42 -1.90 -2.44
C 3.67 -2.36 -2.88
C 4.69 -2.50 -1.97
C 4.46 -2.18 -0.64
C 3.20 -1.73 -0.30
N 2.21 -1.58 -1.17
H 2.07 -3.08 -4.93
H -1.64 -1.28 -5.79
H -3.40 -0.97 -4.44
H -5.17 0.63 -3.73
H -4.52 2.58 -2.29
H -2.15 2.81 -1.62
H 3.83 -2.58 -3.93
H 5.67 -2.85 -2.30
H 5.23 -2.28 0.11
H 2.97 -1.46 0.73
N 1.96 2.30 2.04
C 3.00 2.39 1.00
C 2.62 3.37 -0.09
C 1.41 2.97 -0.93
N 1.60 1.68 -1.57
H 2.33 1.89 2.89
H 1.25 1.64 1.73
H 3.21 1.41 0.55
H 3.92 2.73 1.48
H 3.48 3.48 -0.76
H 2.43 4.35 0.35
H 1.20 3.79 -1.63
H 0.52 2.88 -0.30
H 2.33 1.72 -2.28
H 0.76 1.36 -2.04
C 1.47 -4.32 2.60
C 0.58 -3.10 2.41
O 0.32 -2.76 1.26
C 0.07 -2.41 3.59
C -0.01 -3.12 4.81
C -0.55 -2.59 5.95
C -1.02 -1.26 5.91
C -0.92 -0.52 4.76
C -0.34 -1.02 3.54
O -0.21 -0.27 2.54
H 1.96 -4.53 1.65
H 0.87 -5.19 2.87
H 2.21 -4.17 3.38
H 0.34 -4.15 4.83
H -0.62 -3.18 6.86
H -1.46 -0.82 6.79
H -1.27 0.51 4.74
S -4.33 -2.87 1.86
C -5.28 -1.90 0.81
C -4.46 -1.20 -0.02
N -3.12 -1.42 0.16
C -2.91 -2.29 1.11
H -6.35 -1.89 0.85
H -4.78 -0.51 -0.78
H -1.92 -2.60 1.42
O 1.29 7.36 2.53
C 1.26 6.24 3.37
N 0.44 5.17 2.86
C -0.89 5.39 2.75
O -1.39 6.47 3.07
C -1.72 4.30 2.16
C -3.11 4.38 2.12
C -3.81 3.32 1.58
C -3.11 2.22 1.09
N -1.78 2.14 1.11
C -1.13 3.17 1.63
H 0.39 7.72 2.54
H 0.90 6.51 4.36
H 2.28 5.86 3.45
H 0.88 4.34 2.48
H -3.60 5.26 2.52
H -4.89 3.33 1.54
H -3.64 1.37 0.67
H -0.05 3.07 1.63
```

The energy is -2744.708544 a.u. Its HOMO-LUMO gap is 6.8 eV. As for the net charge: -1.


[2]
Entry from the Open Molecules 2025 dataset: a cluster of 6 separate species, H12O6 in total (the ωB97M-V functional and the def2-TZVPD basis).

XYZ file:
```
18
Properties=species:S:1:pos:R:3
H 1.09 0.99 0.00
H 0.61 2.04 0.77
H -1.50 -0.58 0.04
H -0.59 -0.38 1.33
H 2.37 -1.81 1.55
H 2.09 -0.22 1.32
H -1.09 -1.91 -1.82
H -0.75 -0.43 -2.02
H 1.57 -1.52 -2.31
H 1.55 -1.13 -0.86
H -2.28 2.77 0.57
H -1.49 1.61 0.87
O 1.14 1.23 0.94
O -1.47 -0.12 0.86
O 1.98 -1.15 0.97
O -1.46 -1.03 -1.91
O 0.95 -1.38 -1.58
O -1.34 2.52 0.79
```

The energy is -458.624286 a.u. Its HOMO-LUMO gap is 11.4 eV. As for the SMILES: O.O.O.O.O.O.


[3]
Entry from the Open Molecules 2025 dataset: a cluster of 14 separate species, C18H64O14 in total (the ωB97M-V functional and the def2-TZVPD basis).

XYZ file:
```
96
Properties=species:S:1:pos:R:3
C -0.75 -3.35 1.24
C -1.93 -3.55 2.18
O -3.13 -3.56 1.42
H 0.15 -2.99 1.79
H -0.95 -2.62 0.52
H -0.37 -4.09 0.63
H -1.84 -2.84 3.01
H -1.89 -4.60 2.51
H -3.80 -3.93 2.05
C 0.00 1.54 -4.11
C 1.21 2.01 -4.88
O 1.72 1.04 -5.77
H -0.01 2.01 -3.09
H 0.00 0.47 -3.86
H -0.90 1.67 -4.67
H 2.03 2.32 -4.25
H 0.87 2.87 -5.36
H 2.28 0.42 -5.25
C 0.77 0.45 1.15
C 0.21 -0.20 -0.09
O 0.31 0.68 -1.15
H 0.65 -0.16 1.99
H 0.20 1.31 1.38
H 1.86 0.65 1.14
H -0.77 -0.41 0.14
H 0.77 -1.13 -0.29
H -0.49 0.47 -1.70
C -1.56 -1.70 -3.07
C -2.72 -0.67 -2.97
O -2.59 0.45 -2.13
H -1.22 -2.00 -2.07
H -0.68 -1.35 -3.59
H -1.82 -2.61 -3.66
H -3.66 -1.31 -2.68
H -2.84 -0.35 -4.02
H -3.29 1.09 -2.43
C 0.93 -3.76 -1.88
O -0.25 -4.54 -1.95
H 1.33 -3.91 -0.90
H 0.97 -2.68 -2.06
H 1.65 -4.25 -2.51
H -0.43 -4.98 -1.13
C -3.99 -0.72 0.60
O -4.58 -1.65 -0.24
H -3.92 -1.16 1.61
H -4.28 0.37 0.54
H -3.03 -0.60 0.25
H -4.31 -2.54 0.01
C -2.56 0.84 3.37
O -1.99 -0.35 2.95
H -3.48 1.02 2.89
H -1.90 1.70 3.29
H -2.73 0.64 4.35
H -1.13 -0.27 3.32
C 3.25 2.75 -0.89
O 2.03 2.75 -1.67
H 3.69 3.77 -0.87
H 3.97 2.17 -1.51
H 3.21 2.49 0.14
H 1.49 1.99 -1.37
C 3.59 -1.64 0.73
O 4.36 -2.63 1.38
H 3.76 -0.57 1.09
H 2.52 -1.74 0.77
H 3.86 -1.59 -0.38
H 4.25 -3.41 0.82
C 0.93 2.36 4.79
O 1.16 2.83 3.46
H -0.02 1.70 4.80
H 0.59 3.13 5.42
H 1.86 1.89 5.14
H 0.33 3.11 3.08
C 0.68 4.46 0.86
O 0.38 5.16 -0.38
H 0.78 3.41 0.75
H -0.25 4.58 1.53
H 1.60 4.92 1.25
H 0.14 4.51 -1.06
C 1.13 -1.37 4.43
O -0.25 -1.11 4.84
H 1.17 -2.30 3.79
H 1.76 -1.51 5.28
H 1.57 -0.64 3.90
H -0.54 -1.81 5.45
C -2.21 2.59 0.17
O -2.65 3.64 1.12
H -2.91 2.62 -0.68
H -2.16 1.68 0.71
H -1.17 2.79 0.03
H -2.86 4.45 0.68
C 2.99 -0.55 -3.06
O 3.59 -0.90 -4.33
H 3.39 0.45 -2.84
H 3.36 -1.27 -2.31
H 1.92 -0.46 -3.22
H 3.57 -1.87 -4.39
```

The energy is -1777.200510 a.u. Its HOMO-LUMO gap is 9.7 eV.


[4]
Entry from the Open Molecules 2025 dataset: a structure of composition BaFRb (the ωB97M-V functional and the def2-TZVPD basis).

XYZ file:
```
3
Properties=species:S:1:pos:R:3
Rb 0.70 0.56 -1.40
Ba -1.35 -0.14 0.89
F 0.65 -0.42 0.51
```

The energy is -148.872488 a.u. Its HOMO-LUMO gap is 13.3 eV. As for the net charge: +2.


The HOMO level results, record by record, are as follows: -5.08; -11.03; -9.53; -22.23 eV.
The max |F| results, record by record, are as follows: 0.0105; 0.0687; 0.0844; 0.1171 hartree/bohr.
The relative energy (zero: lowest compared OMol25 entry of this formula, charge and spin) results, record by record, are as follows: 7.8; 126.5; 993.5; 171.6 kJ/mol.